The following is a DFT calculation (the ωB97M-V functional and the def2-TZVPD basis) of 2 unconnected molecules or ions with the total composition CH5NO.

```
8
Properties=species:S:1:pos:R:3:lowdin_charge:R:1
C -0.9286 0.6538 0.5635 -0.116
N -0.9465 -0.1912 -0.3717 0.019
H -0.0836 0.6921 1.2556 0.066
H -1.6677 1.4277 0.7549 0.064
H -1.6431 0.0319 -1.0791 0.053
O 1.9725 -0.5844 -0.1991 -0.092
H 2.2739 -1.2471 -0.8274 0.027
H 1.0232 -0.7829 -0.0967 -0.022
```

* total charge: 0
* SMILES: C=N.O
* energy relative to the best compared isomer or geometry (same formula, charge and spin): 0.5838 eV
* LUMO energy: 0.039 hartree
* DFT total energy: -171.060733 a.u.


The following is a DFT calculation (the ωB97M-V functional and the def2-TZVPD basis) of a gas-phase ion, C9H11N2O (charge +1) at a distorted geometry.

```
23
Properties=species:S:1:pos:R:3:lowdin_charge:R:1
C 1.0576 0.5186 -0.3762 -0.433
C 2.0797 0.6314 -1.3397 0.031
C 1.2911 -1.4223 -1.1388 -0.346
C -2.3554 -0.3250 -0.8501 0.141
C -1.8147 -0.0247 0.2582 0.053
C -0.2682 1.6026 1.2663 -0.241
C 1.1804 -2.9110 -1.2046 -0.002
C -0.3598 2.8186 2.0311 0.008
C -1.3120 0.4912 1.4133 -0.078
N 0.7333 -0.7225 -0.1837 0.147
N 2.2296 -0.6529 -1.8205 0.078
O 0.6371 1.5014 0.3997 0.163
H -2.2989 -1.3360 -1.3940 0.158
H -3.1037 0.2648 -1.4256 0.138
H 2.1269 -3.3242 -1.0346 0.061
H 1.1124 -3.3315 -2.2982 0.131
H 0.4899 -3.2743 -0.5008 0.062
H 0.5808 3.3496 2.1219 0.111
H -0.5954 2.8177 3.0465 0.083
H -0.9609 3.6719 1.6152 0.137
H -2.2167 0.9631 1.9680 0.206
H -0.9569 -0.2952 2.1441 0.205
H 2.7239 -1.0113 -2.6973 0.189
```

* total charge: +1
* energy relative to the best compared isomer or geometry (same formula, charge and spin): 8.5763 eV
* LUMO energy (spin up / spin down): -0.237 / -0.231 hartree
* DFT total energy: -533.737135 a.u.


The following is a DFT calculation (the ωB97M-V functional and the def2-TZVPD basis) of a molecular structure, C42H54BiN3O2P2.

```
104
Properties=species:S:1:pos:R:3:lowdin_charge:R:1
Bi 0.0094 0.0487 -0.0264 1.665
C -0.9086 -3.4017 -1.4102 -0.106
C -2.1440 -3.0078 -0.9152 -0.070
C -2.8319 -1.9639 -1.5190 -0.108
C -2.2622 -1.2870 -2.5907 -0.142
C -1.0012 -1.6453 -3.0537 -0.116
C -0.3347 -2.7217 -2.4764 -0.108
H -0.4168 -4.2614 -0.9781 0.095
H -2.5913 -3.5455 -0.0890 0.119
H -3.8305 -1.7161 -1.1819 0.109
H -2.8279 -0.5246 -3.1136 0.101
H -0.5662 -1.1305 -3.9025 0.112
H 0.6046 -3.0597 -2.8964 0.112
C 3.3382 3.1590 -2.7400 -0.094
C 3.1447 3.0312 -1.2310 -0.504
C 2.3264 4.1860 -0.6600 -0.081
P 2.4573 1.3543 -0.7407 1.008
C 3.6680 0.1988 -1.5636 -0.537
C 3.1962 -1.2389 -1.4257 -0.140
C 5.1356 0.3078 -1.1501 -0.097
C 2.6891 1.4753 1.0730 -0.316
C 3.9246 1.4476 1.7167 -0.057
C 4.0206 1.7086 3.0739 -0.047
C 2.8834 2.0373 3.7955 -0.039
C 1.6515 2.1043 3.1652 -0.040
C 1.5357 1.8229 1.8093 -0.371
N 0.2956 1.8566 1.1189 -0.257
C -0.4581 3.0238 1.0107 -0.305
C -0.1532 4.1767 1.7535 -0.030
C -0.8565 5.3529 1.5888 -0.039
C -1.8858 5.4441 0.6600 -0.060
C -2.1994 4.3316 -0.0892 -0.095
C -1.5201 3.1186 0.0849 -0.321
P -1.9268 1.7084 -0.9602 0.994
C -3.7133 1.2619 -0.6567 -0.510
C -4.7116 2.4170 -0.7386 -0.088
C -3.7994 0.6141 0.7252 -0.126
C -1.6035 2.1661 -2.7518 -0.509
C -0.4393 3.1500 -2.8167 -0.111
C -2.8228 2.6844 -3.5104 -0.090
H 3.6456 4.1788 -2.9748 0.096
H 4.1145 2.4933 -3.1148 0.073
H 2.4140 2.9571 -3.2846 0.067
H 4.1212 3.0273 -0.7358 0.106
H 1.4134 4.3520 -1.2309 0.066
H 2.0581 4.0160 0.3814 0.056
H 2.9198 5.0998 -0.7021 0.099
H 3.5809 0.4938 -2.6133 0.099
H 2.1794 -1.3774 -1.7977 0.031
H 3.8515 -1.9097 -1.9846 0.098
H 3.2385 -1.5267 -0.3794 0.064
H 5.3111 -0.2269 -0.2164 0.078
H 5.7512 -0.1639 -1.9170 0.095
H 5.4770 1.3375 -1.0450 0.073
H 4.8278 1.2459 1.1624 0.089
H 4.9874 1.6834 3.5586 0.118
H 2.9563 2.2585 4.8528 0.120
H 0.7685 2.3756 3.7266 0.120
H 0.6692 4.1567 2.4516 0.102
H -0.5814 6.2164 2.1800 0.121
H -2.4180 6.3731 0.5104 0.117
H -2.9688 4.4056 -0.8450 0.098
H -3.9592 0.5221 -1.4200 0.083
H -4.5819 3.0978 0.1006 0.081
H -4.6501 2.9749 -1.6689 0.060
H -5.7192 2.0035 -0.6744 0.100
H -4.8091 0.2422 0.9024 0.102
H -3.1120 -0.2302 0.8244 0.043
H -3.5850 1.3590 1.4947 0.080
H -1.2859 1.2275 -3.2118 0.077
H -0.7141 4.1084 -2.3781 0.083
H 0.4293 2.7600 -2.2836 0.020
H -0.1583 3.3210 -3.8566 0.101
H -3.1365 3.6603 -3.1398 0.079
H -2.5573 2.8066 -4.5612 0.097
H -3.6647 1.9932 -3.4631 0.075
O 4.5333 -4.2235 4.3513 -0.046
C 4.2176 -4.8596 3.1345 -0.200
C 3.1354 -4.0882 2.4360 -0.159
C 2.6807 -4.4609 1.1767 0.012
C 1.6799 -3.7099 0.5921 -0.141
N 1.0835 -2.6728 1.1767 0.070
C 1.4852 -2.3405 2.4073 -0.214
C 2.5377 -2.9940 3.0439 0.059
C 0.6467 -1.3461 3.1213 -0.193
C 0.7253 -1.2185 4.5053 0.062
C -0.2219 -0.4900 5.2063 -0.162
C -0.1313 -0.3953 6.7124 -0.203
O -0.3752 -1.6438 7.3238 -0.023
C -1.2514 0.0974 4.4821 0.015
C -1.2198 0.0053 3.1060 -0.132
N -0.2961 -0.6813 2.4281 -0.026
H 5.1468 -4.7725 4.8485 0.107
H 3.8526 -5.8810 3.2941 0.142
H 5.0936 -4.9216 2.4782 0.137
H 3.1047 -5.3098 0.6556 0.130
H 1.3445 -3.9443 -0.4106 0.083
H 2.9106 -2.6863 4.0071 0.113
H 1.5024 -1.7213 5.0609 0.129
H -0.8013 0.3878 7.0797 0.128
H 0.8898 -0.1310 6.9921 0.133
H -1.3111 -1.8658 7.2728 0.103
H -2.0487 0.6417 4.9715 0.128
H -1.9628 0.5204 2.5152 0.074
```

* total charge: +2
* energy relative to the best compared isomer or geometry (same formula, charge and spin): 0.5449 eV
* LUMO energy: -0.220 hartree
* DFT total energy: -2844.431236 a.u.


The following is a DFT calculation (the ωB97M-V functional and the def2-TZVPD basis) of a molecular structure, CH2N2O3S at a distorted geometry.

```
9
Properties=species:S:1:pos:R:3:lowdin_charge:R:1
C 1.1202 2.3106 -0.0533 -0.079
N 1.2108 1.6318 0.8771 0.039
N 2.6432 -1.9800 -0.8885 0.132
O 0.0776 -2.1720 -0.5067 -0.471
O -0.2157 0.1402 -1.4197 -0.426
O 2.3011 -0.8101 -0.7850 -0.157
S 0.1469 -0.6997 -0.3423 0.839
H 1.8591 -2.5884 -1.1487 0.050
H 1.2112 2.7470 -1.0295 0.072
```

* total charge: 0
* energy relative to the best compared isomer or geometry (same formula, charge and spin): 3.5717 eV
* LUMO energy: -0.066 hartree
* DFT total energy: -772.575567 a.u.


The following is a DFT calculation (the ωB97M-V functional and the def2-TZVPD basis) of a molecular structure, C15H16IrN3O7P2 at a distorted geometry.

```
44
Properties=species:S:1:pos:R:3:lowdin_spin:R:1
Ir -0.2563 0.2560 -0.1127 0.758
O 0.5424 2.7003 -3.5360 0.001
P 0.7883 2.6017 -1.9840 0.007
O 2.1024 2.9834 -1.4782 0.023
O 0.3181 1.1081 -1.7459 0.087
O -0.4153 3.4488 -1.3456 0.000
P -1.6382 3.0025 -0.3669 0.001
O -2.4205 1.8672 -1.2427 -0.001
O -2.4833 4.1314 -0.0248 0.001
O -0.9704 2.0915 0.6756 0.017
H 0.9935 3.4451 -3.9543 0.000
H -2.9332 2.2594 -1.9614 0.000
C 3.1794 2.1514 1.4737 -0.002
C 4.1553 1.1966 1.2597 0.020
C 3.7937 -0.0425 0.7482 -0.003
C 2.4705 -0.3027 0.4594 0.014
N 1.5426 0.6673 0.6465 0.010
C 1.8722 1.8664 1.1293 0.010
C 1.9041 -1.5810 0.0123 0.000
C 2.6392 -2.7474 -0.1205 0.002
C 1.9838 -3.9345 -0.4164 -0.002
C 0.5975 -3.9587 -0.5454 0.004
C -0.1384 -2.7959 -0.4063 -0.001
C 0.5024 -1.5758 -0.1814 0.004
H 3.4084 3.1325 1.8610 0.000
H 5.1911 1.4086 1.4851 0.001
H 4.5331 -0.8113 0.5810 -0.001
H 1.0715 2.5809 1.2370 0.000
H 3.7117 -2.7460 0.0174 0.000
H 2.5509 -4.8496 -0.5182 0.000
H 0.0929 -4.8944 -0.7449 0.000
H -1.2147 -2.8574 -0.4835 0.000
C -3.1142 -1.2859 -1.0448 0.001
C -2.9421 -0.9252 0.3886 0.006
N -1.8424 -0.5039 1.0046 0.027
C -2.1784 -0.1931 2.3092 0.010
C -3.4872 -0.4706 2.4924 0.004
N -3.9469 -0.9259 1.2758 0.001
H -2.2115 -1.0842 -1.6222 0.000
H -3.9171 -0.6907 -1.4780 0.000
H -3.3633 -2.3416 -1.1602 0.001
H -1.4552 0.2052 2.9964 0.001
H -4.1242 -0.3828 3.3531 0.000
H -4.8926 -1.2030 1.0679 0.000
```

* total charge: +1
* energy relative to the best compared isomer or geometry (same formula, charge and spin): 2.4804 eV
* LUMO energy (spin up / spin down): -0.197 / -0.235 hartree
* <S²>: 0.75
* DFT total energy: -2059.213132 a.u.
* multiplicity: 2


The following is a DFT calculation (the ωB97M-V functional and the def2-TZVPD basis) of a molecular structure, C11H19AuIN3O3Se2 at a distorted geometry.

```
40
Properties=species:S:1:pos:R:3:lowdin_spin:R:1
Au -0.0027 0.5689 0.2581 0.352
C 3.5482 1.6436 1.0041 0.029
Se 2.6798 0.6561 -0.4405 0.346
C 2.2169 2.1157 -1.6891 0.012
C 1.5471 3.3296 -1.0734 0.005
Se -0.3067 2.9568 -0.4601 0.100
C -0.3895 4.0185 1.1516 0.011
H 4.3930 2.2025 0.5992 0.009
H 3.9190 0.8943 1.7031 0.000
H 2.8592 2.3002 1.5259 0.003
H 1.5863 1.6359 -2.4468 0.000
H 3.1573 2.4089 -2.1718 0.006
H 1.4634 4.1122 -1.8335 0.002
H 2.1164 3.7427 -0.2398 0.000
H 0.3701 3.7083 1.8667 0.001
H -1.3822 3.8568 1.5666 0.000
H -0.2740 5.0714 0.8810 0.003
N -3.2619 -0.3448 -1.0923 0.000
C -3.3269 0.5137 -0.0852 0.007
O -2.3688 1.2002 0.2738 0.065
C -4.6510 0.7172 0.6096 0.002
I -5.8577 -1.0641 0.8533 0.004
H -2.4103 -0.4214 -1.6284 0.000
H -4.0507 -0.9063 -1.3817 0.000
H -5.2436 1.4201 0.0181 0.000
H -4.4727 1.1319 1.6008 0.000
C 1.4064 -4.4547 -1.4616 0.032
N 0.9017 -3.6565 -0.3793 0.261
C 0.3295 -4.1874 0.7131 0.064
C -0.2689 -3.4258 1.6729 0.364
C -0.3528 -1.9909 1.4704 0.034
O -0.9374 -1.1775 2.1699 0.161
N 0.2856 -1.5243 0.3607 0.007
C 0.9648 -2.2486 -0.5366 0.009
O 1.5837 -1.7467 -1.4539 0.066
H 1.4884 -5.5007 -1.1747 0.002
H 2.3749 -4.0629 -1.7803 0.010
H 0.7304 -4.3775 -2.3207 0.018
H 0.3531 -5.2663 0.7948 0.000
H -0.7178 -3.8508 2.5549 0.014
```

* total charge: +2
* energy relative to the best compared isomer or geometry (same formula, charge and spin): 0.9100 eV
* LUMO energy (spin up / spin down): -0.233 / -0.373 hartree
* <S²>: 2.04
* DFT total energy: -6056.196413 a.u.
* multiplicity: 3